No. 1
DFT (wB97M-V/def2-TZVPD) results for a 2-piece molecular cluster, C7H8O overall in a non-equilibrium geometry.

Geometry as XYZ:
```
16
Properties=species:S:1:pos:R:3:forces:R:3
C -0.01508 2.05740 1.51611 -0.08 -3.07 -0.16
C 0.07073 0.86236 1.33308 1.50 1.34 -0.91
C 0.62498 -0.44088 1.08095 -0.50 -0.09 0.49
O 0.74083 -1.14674 2.22403 -0.02 -0.50 1.79
C 0.98625 -1.03152 -0.03733 0.10 0.26 -2.01
C 1.03915 -0.29982 -1.34619 -3.07 0.48 0.13
H -0.28317 2.95215 1.91102 -0.50 2.29 0.53
H 0.68168 -0.51851 2.96052 0.01 -0.44 -0.11
H 1.34260 -2.04815 -0.01921 0.08 -0.15 0.38
H 0.18446 -0.48775 -2.09636 1.32 -0.37 1.27
H 0.80633 0.73250 -1.04631 0.77 0.10 -0.72
H 1.93815 -0.47207 -1.86422 1.33 0.20 -0.46
C -1.98915 0.16492 -0.59820 -0.42 -0.77 2.27
C -2.07473 -0.14716 -1.74126 -0.21 0.44 -0.19
H -1.94031 0.10464 0.49183 -0.19 0.50 -1.15
H -2.11271 -0.28137 -2.76847 -0.11 -0.22 -1.14
```
Forces are in eV/Å.

Summary:
Orbital gap: 9.370 eV
E_LUMO: 0.768 eV
Structure (SMILES): C#C/C(O)=C\C.C#C
DFT total energy: -346.5623 Eh
E_HOMO: -8.60 eV
Energy relative to the best compared isomer or geometry (same formula, charge and spin): 559.9 kJ/mol

These are the natural (NBO) partial charges, in e, on atoms 1 to 6: atom 1 (C): -0.170, atom 2 (C): -0.096, atom 3 (C): 0.189, atom 4 (O): -0.662, atom 5 (C): -0.199, atom 6 (C): -0.639

No. 2
DFT (wB97M-V/def2-TZVPD) results for C28H23CoN3P as an isolated structure.

Geometry as XYZ:
```
56
Properties=species:S:1:pos:R:3:forces:R:3
Co 0.93554 -0.15097 0.24660 0.66 -0.04 0.24
N 3.45173 -0.86618 2.02103 -0.03 0.20 -0.01
C 3.74826 -0.84781 0.66759 -0.10 -0.17 0.14
C 5.09520 -0.93523 0.29405 0.04 -0.03 0.07
C 5.41655 -0.95477 -1.03658 0.10 -0.01 -0.15
C 4.40345 -0.89025 -2.00166 0.12 -0.02 0.06
C 3.11851 -0.79467 -1.56167 -0.21 -0.01 0.13
N 2.78215 -0.76797 -0.24417 -0.13 0.00 -0.26
C 2.27585 -0.87969 2.75944 0.20 -0.18 -0.19
C 2.41451 -1.00202 4.14808 0.04 -0.04 0.04
C 1.29413 -1.08841 4.92841 -0.07 -0.01 0.10
C 0.03185 -1.06250 4.32414 0.05 -0.03 0.10
C -0.02272 -0.91924 2.97088 0.04 0.06 -0.28
N 1.07688 -0.80856 2.17614 -0.10 0.07 -0.05
H 4.27345 -0.93398 2.59875 0.04 0.02 0.03
H 5.86367 -0.99660 1.05347 -0.01 0.01 -0.01
H 6.45372 -1.02628 -1.33702 -0.01 0.00 0.00
H 4.61824 -0.91173 -3.05957 0.04 0.00 0.02
H 2.28418 -0.73508 -2.25048 0.06 0.02 0.03
H 3.40293 -1.04230 4.58699 -0.02 0.00 0.00
H 1.39080 -1.18761 6.00193 -0.02 0.00 -0.03
H -0.87756 -1.15377 4.89952 0.03 0.01 0.01
H -0.97086 -0.89160 2.45029 -0.01 0.04 -0.01
C 0.13248 -2.19610 -3.72932 0.00 -0.01 -0.04
C -0.37400 -2.84587 -2.60920 0.02 0.03 -0.01
C -0.89856 -2.10336 -1.56463 0.03 0.01 -0.07
C -0.92082 -0.69922 -1.64977 0.18 -0.22 -0.10
C -0.39035 -0.04794 -2.78035 -0.02 -0.06 0.01
C 0.12646 -0.80478 -3.81590 -0.05 -0.05 0.02
P -1.63980 0.20293 -0.29931 -0.50 0.48 0.29
C -3.39445 0.25507 -0.20589 -0.25 -0.35 -0.18
C -4.18056 -0.15955 -1.28632 -0.05 -0.05 0.02
C -5.55777 -0.05717 -1.20103 0.04 0.00 0.02
C -6.14291 0.43768 -0.04144 -0.05 0.00 -0.01
C -5.36313 0.83377 1.04098 0.03 -0.01 -0.02
C -3.98488 0.73678 0.97016 -0.09 0.05 -0.03
C -0.93331 1.79753 -0.20740 0.22 0.34 0.09
C -1.67624 2.99772 -0.16093 0.18 -0.23 -0.07
C -0.96696 4.17059 -0.15570 0.31 0.13 0.00
C 0.44404 4.14978 -0.16387 -0.30 0.16 -0.02
C 1.15770 2.96335 -0.16689 0.03 -0.19 0.07
C 0.48722 1.73996 -0.14398 -0.50 0.11 -0.05
H 0.53238 -2.77952 -4.54934 -0.01 0.01 0.02
H -0.36452 -3.92605 -2.55449 0.00 0.01 0.00
H -1.30544 -2.60533 -0.69357 -0.01 0.02 0.00
H -0.40349 1.03223 -2.84395 -0.02 0.00 0.02
H 0.51496 -0.31489 -4.69919 -0.01 0.00 0.01
H -3.71880 -0.54594 -2.18683 0.00 0.01 0.01
H -6.17347 -0.36135 -2.03640 -0.01 0.01 0.01
H -7.22096 0.51140 0.01928 0.02 0.01 0.02
H -5.83416 1.21069 1.93862 0.01 0.00 -0.01
H -3.37637 1.04415 1.81352 0.01 -0.02 -0.03
H -2.75839 2.99674 -0.19358 0.02 -0.03 0.00
H -1.48854 5.11829 -0.17183 0.03 0.01 0.02
H 0.97194 5.09571 -0.15481 0.01 -0.03 -0.02
H 2.24027 2.99993 -0.15283 0.00 0.00 0.02
```
Forces are in eV/Å.

Summary:
Spin multiplicity: 5
Orbital gap (spin up / spin down): 8.453 / 5.740 eV
Net charge: +2
E_LUMO (spin up / spin down): -5.505 / -8.521 eV
DFT total energy: -2968.6343 Eh
E_HOMO (spin up / spin down): -13.96 / -14.26 eV

These are the natural (NBO) partial charges, in e, on atoms 1 to 6: atom 1 (Co): 1.368, atom 2 (N): -0.561, atom 3 (C): 0.405, atom 4 (C): -0.260, atom 5 (C): -0.092, atom 6 (C): -0.257

No. 3
DFT (wB97M-V/def2-TZVPD) results for one molecule with the formula C7H9F in a non-equilibrium geometry.

Geometry as XYZ:
```
17
Properties=species:S:1:pos:R:3:forces:R:3
F -2.34503 -0.64563 0.56909 -0.95 0.27 0.68
C -1.54624 -0.09034 -0.41975 0.64 -1.97 -0.38
C -1.07771 1.26502 -0.09076 -0.83 0.92 -0.28
C 0.23162 1.32670 0.05000 0.74 -0.84 0.24
C 0.88039 -0.03015 -0.03883 -1.04 0.90 -0.64
C 1.99765 -0.30000 0.88946 0.79 -0.66 2.05
C 2.26514 -0.18263 -0.57694 0.84 -0.26 -1.01
C -0.25287 -0.97073 -0.42545 0.07 0.84 -0.82
H -2.14424 -0.18688 -1.35558 0.48 0.25 0.52
H -1.79573 2.08347 -0.04520 0.35 -0.05 0.09
H 0.82904 2.18246 0.30483 0.01 0.41 -0.02
H 2.08089 -1.31286 1.35955 -0.15 0.93 -0.63
H 2.27974 0.49280 1.63350 -0.20 -0.68 -1.08
H 2.77503 0.67917 -1.02301 -0.20 -0.19 0.48
H 2.50868 -1.11698 -1.13349 -0.37 0.73 0.61
H -0.11550 -1.31660 -1.45117 0.23 -0.29 0.13
H -0.30058 -1.80121 0.26227 -0.43 -0.29 0.04
```
Forces are in eV/Å.

Summary:
Orbital gap: 10.433 eV
E_LUMO: 1.038 eV
Structure (SMILES): F[C@H]1C=CC2(CC2)C1
DFT total energy: -371.9372 Eh
E_HOMO: -9.40 eV
Energy relative to the best compared isomer or geometry (same formula, charge and spin): 48.5 kJ/mol

These are the natural (NBO) partial charges, in e, on atoms 1 to 6: atom 1 (F): -0.376, atom 2 (C): 0.180, atom 3 (C): -0.253, atom 4 (C): -0.116, atom 5 (C): -0.114, atom 6 (C): -0.406

- Which formula does entry 2 have?
  C28H23CoN3P